1.
Molecular formula: C16H19BaI2NO4S4
Method: DFT, the ωB97M-V functional and the def2-TZVPD basis

net charge	0
E	-3190.543273	hartree

Each line ends with the Löwdin charge.
Geometry (Å):
Ba 1.78348 1.21596 -0.49153  2.0666
C -4.02465 -0.03944 0.96593  -0.5579
C -3.63174 -0.92174 -0.21857  -0.5373
S -1.91639 -0.81271 -0.71024  0.9016
C -1.97416 -0.09209 -2.35456  -0.5305
C -2.33999 1.39047 -2.45427  -0.5195
S -1.13922 2.47009 -1.66762  0.8160
C -1.93249 3.19745 -0.22546  -0.5466
C -2.39434 2.26295 0.89218  -0.5411
S -4.09601 1.72544 0.65472  0.8803
H -3.38033 -0.24064 1.82522  0.0795
H -5.03547 -0.30537 1.28784  0.0699
H -4.27145 -0.70551 -1.07947  0.0828
H -3.81674 -1.96498 0.04757  0.0708
H -2.65611 -0.66171 -2.99251  0.0863
H -0.97086 -0.29641 -2.73840  0.0427
H -3.31058 1.59068 -2.00108  0.0476
H -2.40996 1.68401 -3.50240  0.0754
H -2.73652 3.85987 -0.54374  0.0717
H -1.14824 3.85806 0.15996  0.0720
H -2.31389 2.78508 1.84446  0.0734
H -1.76545 1.37856 0.92867  0.0329
I 1.15982 -2.85231 -4.08206  0.9289
C 1.27477 -3.00585 -2.03006  -0.6710
C 1.27655 -4.31746 -1.47175  -0.2370
C 1.31585 -4.52433 -0.13269  -0.6972
I 1.30824 -6.46956 0.56964  0.9291
C 1.35687 -3.39642 0.74460  -0.2050
C 1.43207 -3.49661 2.15527  -0.0427
C 1.49170 -2.38582 2.93519  -0.0454
C 1.46193 -1.12770 2.31001  -0.1358
N 1.37876 -0.97957 1.01047  -0.0376
C 1.33658 -2.10488 0.19669  -0.1651
C 1.28724 -1.87919 -1.24400  -0.4942
O 1.26657 -0.63857 -1.69638  -0.5369
H 1.23886 -5.16677 -2.14177  0.0699
H 1.45203 -4.48131 2.60539  0.0580
H 1.56017 -2.45539 4.01280  0.1080
H 1.51530 -0.22249 2.90882  0.1152
C 4.67060 4.11768 0.96488  -0.1469
S 3.47694 2.97466 0.49907  0.2277
O 3.75901 2.54983 -0.90449  -0.5756
O 2.18128 3.63678 0.59173  -0.4671
O 3.57433 1.81693 1.39477  -0.4590
H 4.61191 4.96919 0.28539  0.0809
H 5.64762 3.63589 0.90345  0.0811
H 4.44611 4.42526 1.98829  0.0811

2.
Molecular formula: C44H60BI2N4O4P2Rb
Method: DFT, the ωB97M-V functional and the def2-TZVPD basis

net charge	-2
E	-3559.513979	hartree

Each line ends with the Löwdin charge.
Geometry (Å):
Rb 1.06985 -0.85459 -0.96425  0.4539
C -2.26734 -0.07918 3.30661  -0.1144
C -0.83589 -0.42142 3.83060  -0.6869
C -0.76824 -0.28531 5.34230  -0.1318
C -0.55856 -1.89389 3.41735  -0.1050
P 0.37847 0.85188 2.95623  1.1203
C -0.34398 2.48511 3.50876  -0.3521
N -0.96410 3.24516 2.44991  -0.0584
B -1.57687 2.74228 1.15685  -0.3278
N -1.88045 3.96023 0.46365  -0.0512
C -2.40428 4.18813 -0.86671  -0.3365
P -2.02499 2.80154 -2.09122  1.1527
C -2.15440 3.87101 -3.76236  -0.6832
C -2.55205 2.92837 -4.90296  -0.1404
C -0.64891 4.26430 -3.95447  -0.1294
C -3.14176 5.08364 -3.74604  -0.0968
C -3.62659 1.77897 -1.86935  -0.6806
C -4.95817 2.53305 -2.18261  -0.1021
C -3.56019 0.52525 -2.79334  -0.1130
C -3.61169 1.14907 -0.47867  -0.1711
C -1.66002 5.06304 1.31983  -0.1905
C -1.93893 6.39968 1.07431  -0.0334
C -1.70301 7.29803 2.14534  -0.1573
C -1.15712 6.87596 3.33785  -0.1551
C -0.81760 5.51464 3.54732  -0.0411
C -1.06437 4.62702 2.51397  -0.2172
C 2.11540 0.77341 3.77366  -0.6652
C 3.06140 1.42385 2.68850  -0.1259
C 2.59432 -0.69757 4.01978  -0.0996
C 2.24778 1.62148 5.12976  -0.1020
H -2.95965 -0.81328 3.71471  0.0631
H -2.54731 0.96192 3.59574  0.0728
H -2.31510 -0.16296 2.18018  0.0810
H -1.48691 -1.05895 5.78229  0.0962
H 0.20785 -0.62065 5.70859  0.0530
H -1.13238 0.67480 5.71049  0.0635
H -1.46475 -2.57185 3.43296  0.0933
H -0.14876 -1.93644 2.38758  0.0605
H 0.24786 -2.30215 4.05927  0.0647
H -0.92520 2.40470 4.42510  0.0742
H 0.53074 3.07144 3.86233  0.0686
H -3.50688 4.44438 -0.88825  0.0959
H -1.92211 5.10035 -1.22355  0.0567
H -1.88860 2.06869 -4.87406  0.0599
H -3.59977 2.54380 -4.85307  0.0740
H -2.33983 3.41866 -5.87365  0.0786
H -0.12875 3.31918 -4.06974  0.0439
H -0.54242 4.87124 -4.90942  0.0912
H -0.36977 4.89313 -3.11021  0.0633
H -4.13569 4.78497 -3.35046  0.0597
H -2.68899 5.92360 -3.22392  0.0602
H -3.24944 5.33511 -4.83603  0.0784
H -5.03552 2.89743 -3.18366  0.0358
H -5.79223 1.87226 -2.02538  0.0628
H -5.19348 3.42480 -1.56260  0.0713
H -3.37263 0.71158 -3.86218  0.0500
H -2.73600 -0.08874 -2.48963  0.0439
H -4.51522 -0.03940 -2.62731  0.0929
H -3.78096 1.92920 0.32969  0.0669
H -4.40335 0.36593 -0.38289  0.0863
H -2.64725 0.67699 -0.25208  0.0283
H -2.21107 6.72032 0.05006  0.0974
H -1.84614 8.36577 2.00410  0.0766
H -1.03731 7.66246 4.13975  0.0962
H -0.37904 5.14848 4.51819  0.1073
H 3.21923 0.69713 1.87185  0.0673
H 2.64346 2.35514 2.26218  0.0712
H 4.05453 1.60346 3.15233  0.0792
H 2.55196 -1.36570 3.11386  0.0938
H 3.63941 -0.70435 4.29922  0.0661
H 2.01368 -1.13570 4.83968  0.0509
H 2.33543 2.72999 4.96722  0.0752
H 1.33559 1.44467 5.73584  0.0552
H 3.10843 1.25800 5.68543  0.0570
I 3.07341 1.77615 -2.26256  0.4978
C 3.51344 0.35499 -4.19843  -0.8573
I 1.78199 -0.14285 -5.41858  0.6997
H 4.01467 -0.52133 -3.85428  -0.0685
H 3.98863 1.12193 -4.78781  -0.0804
O -1.53836 -1.81459 -1.21757  -0.1345
C -1.91784 -2.99310 -1.19657  -0.2107
C -1.43741 -4.03126 -2.10723  -0.1071
C -2.08937 -5.26160 -2.17564  0.0321
C -1.72168 -6.11149 -3.19366  -0.1979
C -0.67876 -5.86489 -4.14637  0.0184
C 0.05657 -4.68962 -3.99469  0.0006
C -0.28064 -3.70753 -3.00387  -0.3845
O 0.42195 -2.69395 -2.80539  -0.1919
N -2.50605 -7.28852 -3.38988  -0.3521
O -3.48662 -7.52113 -2.66301  -0.0020
O -2.17568 -8.14441 -4.26408  -0.0265
H -2.73623 -3.26864 -0.46025  0.1340
H -2.84429 -5.55236 -1.44540  0.1268
H -0.36838 -6.69057 -4.79779  0.1109
H 0.96757 -4.43640 -4.48101  0.0959
C 7.22824 -1.95991 -0.71988  -0.1537
C 6.96698 -2.72354 0.40410  -0.1327
C 5.65838 -3.05358 0.75571  -0.0419
C 4.55920 -2.67523 -0.09456  -0.3333
C 4.88353 -1.97817 -1.29289  -0.0550
C 6.18666 -1.62516 -1.58660  -0.1267
N 3.27561 -2.99444 0.13804  0.0170
C 2.84869 -4.22887 0.36254  -0.3345
C 3.63524 -5.40052 0.39426  -0.0715
C 3.14329 -6.63817 0.74086  -0.1415
C 1.84620 -6.75745 1.22400  -0.1541
C 0.96696 -5.67041 1.05217  -0.1281
C 1.45643 -4.44784 0.66348  -0.0568
H 8.26204 -1.74621 -0.95750  0.0771
H 7.78425 -2.95280 1.04755  0.0768
H 5.39899 -3.64076 1.68224  0.1224
H 4.06683 -1.77733 -1.99639  0.0758
H 6.38527 -1.03758 -2.49825  0.0923
H 4.66111 -5.30127 0.02207  0.0959
H 3.76168 -7.49363 0.59400  0.0786
H 1.49147 -7.72240 1.57261  0.0712
H -0.12069 -5.77785 1.16944  0.0963
H 0.78333 -3.56826 0.58598  0.0799

3.
Molecular formula: C4H4P2
Method: DFT, the ωB97M-V functional and the def2-TZVPD basis

net charge	0
E	-837.365249	hartree

Each line ends with the Löwdin charge.
Geometry (Å):
C -0.04142 -0.54146 1.01870  -0.8908
C 1.40304 0.27305 -0.46818  -0.2891
C -0.09022 0.51948 -0.12281  -0.5460
C -1.26099 -0.05651 -0.90374  -0.2849
P -1.51398 -1.22184 0.31712  0.9119
P 1.65190 -0.86580 0.82393  0.9011
H -0.07543 -0.39403 2.18386  0.0903
H 1.89865 0.42972 -1.36717  0.0029
H -0.19491 1.47179 0.21374  0.0853
H -1.77664 0.38560 -1.69545  0.0191